# 1
Density functional theory data (ωB97M-V with the def2-TZVPD basis set) for the molecule C2H3ClF2S.

Values from the calculation:
E_HOMO	-9.977	eV
structure (SMILES)	FC(F)(Cl)CS
energy relative to the best compared isomer or geometry (same formula, charge and spin)	19.2	kcal per mole
total energy	-1136.0832	Eh
frontier orbital gap	10.0	eV

Geometry as ORCA input:
```
! wB97M-V def2-TZVPD RIJCOSX def2/J DEFGRID3
* xyz 0 1
F 1.294 1.512 -0.280
C 0.878 0.298 0.180
F 0.527 0.381 1.433
Cl 2.520 -0.954 0.266
C -0.291 -0.443 -0.588
S -1.836 0.730 -0.254
H -0.226 -0.550 -1.623
H -0.574 -1.349 -0.093
H -2.294 0.376 0.958
*
```



# 2
Density functional theory data (ωB97M-V with the def2-TZVPD basis set) for a structure of composition C29H29B2N10Rh.

Values from the calculation:
E_HOMO (alpha / beta)	-7.053 / -8.603	eV
energy relative to the best compared isomer or geometry (same formula, charge and spin)	6.3	kcal per mole
total energy	-1830.3038	Eh
frontier orbital gap (alpha / beta)	6.9 / 7.2	eV
<S²>	6.044

Geometry as ORCA input:
```
! wB97M-V def2-TZVPD RIJCOSX def2/J DEFGRID3
* xyz 0 5
Rh -0.285 0.772 -0.254
C 1.016 1.171 3.963
C 0.311 0.517 2.951
N 0.687 0.963 1.760
N 1.624 1.910 1.969
C 1.835 2.052 3.286
B 2.216 2.753 0.810
N 2.741 1.846 -0.326
C 3.977 1.806 -0.849
C 3.937 1.073 -2.016
C 2.596 0.700 -2.138
N 1.885 1.172 -1.123
N 1.135 3.656 0.196
C 1.109 4.988 0.030
C -0.006 5.312 -0.715
C -0.617 4.080 -0.970
N 0.078 3.096 -0.423
H 0.939 1.026 5.024
H -0.449 -0.245 3.020
H 2.558 2.764 3.640
H 3.119 3.421 1.243
H 4.785 2.317 -0.357
H 4.750 0.848 -2.682
H 2.116 0.109 -2.902
H 1.883 5.602 0.455
H -0.332 6.288 -1.020
H -1.535 3.862 -1.491
B -3.492 0.790 -1.166
N -3.340 1.830 -0.027
C -4.223 2.652 0.553
C -3.589 3.314 1.589
C -2.285 2.815 1.566
N -2.153 1.928 0.589
N -3.099 -0.581 -0.526
C -3.888 -1.618 -0.221
C -3.202 -2.470 0.623
C -1.965 -1.849 0.794
N -1.912 -0.724 0.092
H -4.648 0.725 -1.503
H -2.736 1.068 -2.079
H -5.235 2.699 0.193
H -4.006 4.044 2.257
H -1.437 3.064 2.184
H -4.891 -1.657 -0.607
H -3.549 -3.389 1.058
H -1.120 -2.152 1.385
C 1.400 -4.826 2.778
C 0.719 -4.921 1.569
C 0.712 -3.852 0.692
C 1.395 -2.677 1.015
C 2.084 -2.595 2.225
C 2.082 -3.664 3.108
C 1.450 -1.533 0.102
C 0.653 -1.252 -0.937
C 0.255 -1.833 -2.162
C 1.006 -2.924 -2.661
C 0.712 -3.492 -3.883
C -0.343 -2.998 -4.646
C -1.084 -1.918 -4.176
C -0.787 -1.334 -2.959
H 1.401 -5.665 3.461
H 0.192 -5.831 1.313
H 0.178 -3.918 -0.247
H 2.606 -1.680 2.472
H 2.611 -3.590 4.047
H 2.180 -0.768 0.369
H 1.830 -3.304 -2.070
H 1.304 -4.321 -4.243
H -0.579 -3.447 -5.601
H -1.899 -1.520 -4.765
H -1.380 -0.485 -2.633
*
```



# 3
Density functional theory data (ωB97M-V with the def2-TZVPD basis set) for a cluster of 9 separate species, H18O9 in total.

Values from the calculation:
E_HOMO	-11.042	eV
structure (SMILES)	O.O.O.O.O.O.O.O.O
energy relative to the best compared isomer or geometry (same formula, charge and spin)	77.3	kcal per mole
total energy	-687.9026	Eh
frontier orbital gap	11.0	eV

Geometry as ORCA input:
```
! wB97M-V def2-TZVPD RIJCOSX def2/J DEFGRID3
* xyz 0 1
O 0.456 1.131 -0.461
H -0.437 1.395 -0.710
H 0.876 0.903 -1.298
O -2.373 0.088 1.987
H -3.302 -0.167 2.005
H -2.245 0.450 1.103
O 3.812 4.472 0.461
H 2.997 4.111 0.095
H 4.020 3.883 1.196
O 1.128 -1.584 2.023
H 0.305 -2.079 2.103
H 1.806 -2.211 2.302
O -3.741 2.294 -0.843
H -3.281 2.616 -0.060
H -4.001 1.396 -0.610
O 3.392 -2.023 0.734
H 3.038 -2.679 0.123
H 3.676 -1.300 0.164
O 2.835 -1.671 -2.222
H 2.680 -1.767 -1.275
H 2.547 -0.772 -2.416
O -0.726 -0.793 -1.338
H -0.640 -0.406 -0.460
H -0.552 -1.730 -1.201
O -3.921 -1.005 -0.159
H -4.805 -1.386 -0.211
H -3.545 -1.166 -1.032
*
```



# 4
Density functional theory data (ωB97M-V with the def2-TZVPD basis set) for a cluster of 7 separate species, H14O7 in total.

Values from the calculation:
E_HOMO	-11.131	eV
structure (SMILES)	O.O.O.O.O.O.O
energy relative to the best compared isomer or geometry (same formula, charge and spin)	59.3	kcal per mole
total energy	-535.0293	Eh
frontier orbital gap	11.0	eV

Geometry as ORCA input:
```
! wB97M-V def2-TZVPD RIJCOSX def2/J DEFGRID3
* xyz 0 1
O 0.623 -1.689 1.880
H 0.511 -0.836 1.445
H -0.150 -1.764 2.451
O -1.419 1.143 3.223
H -0.745 1.768 2.933
H -1.506 0.532 2.482
O -3.970 1.641 2.076
H -3.065 1.309 2.055
H -3.920 2.422 2.639
O -1.249 -1.316 -2.059
H -0.614 -2.004 -2.289
H -1.837 -1.743 -1.426
O 1.764 -0.254 -3.704
H 1.722 -0.423 -2.756
H 2.616 0.180 -3.827
O 0.634 1.053 0.322
H -0.258 0.690 0.312
H 0.575 1.837 -0.235
O 3.215 -0.517 -1.860
H 3.905 -0.742 -1.227
H 3.167 -1.287 -2.439
*
```



# 5
Density functional theory data (ωB97M-V with the def2-TZVPD basis set) for a structure of composition C43H30IN8O2RbSe2.

Values from the calculation:
E_HOMO (alpha / beta)	-0.773 / -0.770	eV
energy relative to the best compared isomer or geometry (same formula, charge and spin)	46.5	kcal per mole
total energy	-7369.9192	Eh
frontier orbital gap (alpha / beta)	4.1 / 4.1	eV

Geometry as ORCA input:
```
! wB97M-V def2-TZVPD RIJCOSX def2/J DEFGRID3
* xyz -2 1
Rb 0.540 0.374 0.217
C -3.878 -3.196 4.062
C -4.620 -2.046 4.344
C -4.089 -0.782 4.129
C -2.794 -0.688 3.642
C -1.935 0.447 3.284
N -0.751 -0.012 2.849
C -0.738 -1.359 2.920
N 0.343 -2.064 2.587
C 1.465 -1.337 2.626
C 1.804 -0.340 3.657
C 1.402 -0.141 4.971
C 1.983 0.892 5.683
C 2.961 1.707 5.099
C 3.374 1.501 3.795
C 2.787 0.468 3.075
C 2.977 -0.081 1.728
N 3.469 0.551 0.645
C 3.056 1.790 0.444
N 2.086 2.376 1.174
C 1.722 3.530 0.591
N 0.805 4.367 1.040
C -0.114 3.959 1.925
N -0.622 2.724 2.041
C -1.538 2.728 3.041
N -2.273 1.719 3.486
C -1.665 4.077 3.596
C -2.395 4.614 4.646
C -2.216 5.955 4.954
C -1.311 6.743 4.236
C -0.565 6.205 3.196
C -0.755 4.870 2.876
C 2.550 3.761 -0.608
C 2.558 4.759 -1.565
C 3.416 4.616 -2.648
C 4.232 3.492 -2.769
C 4.225 2.488 -1.809
C 3.383 2.635 -0.721
N 2.320 -1.249 1.585
C -2.042 -1.849 3.362
C -2.582 -3.108 3.574
H -4.329 -4.169 4.222
H -5.629 -2.145 4.730
H -4.661 0.117 4.324
H 0.631 -0.760 5.415
H 1.667 1.088 6.701
H 3.389 2.519 5.675
H 4.119 2.139 3.337
H -3.080 3.989 5.207
H -2.775 6.400 5.769
H -1.190 7.787 4.504
H 0.151 6.805 2.648
H 1.896 5.611 -1.470
H 3.435 5.375 -3.420
H 4.859 3.388 -3.646
H 4.825 1.595 -1.926
H -2.006 -3.999 3.352
C -2.088 -4.995 0.292
Se -2.741 -3.170 0.043
C -2.957 -3.259 -1.907
C -1.647 -3.355 -2.671
Se -0.623 -1.652 -2.729
C -1.737 -0.942 -4.160
H -2.881 -5.716 0.104
H -1.748 -5.069 1.322
H -1.247 -5.169 -0.373
H -3.484 -2.338 -2.157
H -3.623 -4.099 -2.123
H -1.835 -3.666 -3.702
H -0.983 -4.094 -2.225
H -1.591 -1.533 -5.063
H -1.406 0.077 -4.331
H -2.785 -0.954 -3.868
I -1.610 7.210 -4.436
C -0.732 5.293 -4.219
C 0.040 4.791 -5.253
C 0.584 3.522 -5.116
C 0.360 2.768 -3.971
C -0.408 3.305 -2.946
C -0.958 4.576 -3.058
C 0.936 1.338 -3.878
O 1.680 0.987 -4.802
O 0.587 0.688 -2.854
H 0.213 5.374 -6.148
H 1.197 3.088 -5.895
H -0.569 2.718 -2.051
H -1.549 4.992 -2.253
*
```



# 6
Density functional theory data (ωB97M-V with the def2-TZVPD basis set) for the molecule C6H9NO2.

Values from the calculation:
E_HOMO	-9.109	eV
structure (SMILES)	C/C=C1/CN[C@@H]1C(=O)O
energy relative to the best compared isomer or geometry (same formula, charge and spin)	90.0	kcal per mole
total energy	-439.1329	Eh
frontier orbital gap	9.7	eV

Geometry as ORCA input:
```
! wB97M-V def2-TZVPD RIJCOSX def2/J DEFGRID3
* xyz 0 1
C -1.795 -1.563 0.063
C -1.830 -0.110 -0.316
C -0.682 0.539 -0.016
C -0.207 1.901 -0.106
N 1.178 1.584 0.019
C 0.783 0.169 0.493
C 1.698 -0.841 -0.044
O 1.377 -2.003 -0.195
O 2.960 -0.410 -0.231
H -1.758 -2.490 -0.734
H -2.597 -2.092 0.751
H -0.714 -1.751 0.481
H -2.620 0.449 -0.856
H -0.809 2.408 0.734
H -0.632 2.370 -0.964
H 1.711 1.543 -0.815
H 0.887 -0.118 1.652
H 3.050 0.415 0.084
*
```



# 7
Density functional theory data (ωB97M-V with the def2-TZVPD basis set) for a cluster of 2 separate species, Cl2H3P3 in total.

Values from the calculation:
E_HOMO (alpha / beta)	-9.370 / -9.373	eV
energy relative to the best compared isomer or geometry (same formula, charge and spin)	60.6	kcal per mole
total energy	-1946.1580	Eh
frontier orbital gap (alpha / beta)	6.6 / 6.6	eV

Geometry as ORCA input:
```
! wB97M-V def2-TZVPD RIJCOSX def2/J DEFGRID3
* xyz 0 1
P -1.637 0.091 -0.659
P -0.109 -0.525 0.681
P 1.510 -0.422 -0.683
Cl 2.961 -1.157 0.334
Cl 2.106 2.534 0.077
H -2.716 -0.084 0.510
H -1.741 1.486 -0.466
H -0.374 -1.924 0.206
*
```



no.,maximum force (hartree/bohr)
1,0.0830
2,0.0216
3,0.0252
4,0.0310
5,0.0330
6,0.1045
7,0.0652